Entry 1:
ORCA calculation (wB97M-V/def2-TZVPD) on C30H44Br2CaN2P2 as an isolated structure at a distorted geometry.

```
81
Properties=species:S:1:pos:R:3:forces:R:3:lowdin_charge:R:1
N -6.609 5.015 -4.797 -0.17 0.30 -0.47 0.07
C -6.378 5.660 -3.657 0.44 -0.78 0.27 -0.11
C -5.441 5.190 -2.726 0.22 -0.05 -0.40 -0.01
C -4.668 4.056 -3.030 -0.44 0.26 -0.40 -0.21
C -4.949 3.391 -4.249 0.21 0.45 0.30 -0.01
C -5.913 3.922 -5.114 0.42 -0.15 0.87 -0.11
C -3.669 3.561 -2.056 0.15 -0.72 -0.64 0.00
Ca -0.204 2.476 0.786 1.19 -0.68 0.52 1.22
P 5.780 -0.877 0.326 1.41 -0.47 0.10 0.93
C -2.686 2.673 -2.387 -1.61 1.23 0.10 -0.05
C -1.966 1.794 -1.488 -0.21 -0.05 0.33 -0.26
C -0.865 1.146 -2.069 0.51 -0.03 -0.29 -0.03
C -0.161 0.159 -1.421 -0.73 -0.96 0.54 -0.18
C -0.782 -0.444 -0.267 -0.40 1.53 0.46 -0.39
C -1.752 0.294 0.435 -0.47 -0.49 -1.36 -0.19
C -2.340 1.432 -0.165 -0.18 0.20 -0.07 -0.13
Br 1.900 0.812 0.664 -0.17 0.45 0.37 0.15
H -3.824 3.923 -1.037 0.08 -0.31 -0.06 0.12
H -2.517 2.524 -3.462 0.05 -0.14 0.54 0.12
H -5.288 5.730 -1.799 0.01 -0.01 0.00 0.11
H -4.421 2.477 -4.508 -0.14 0.13 -0.04 0.10
H -6.959 6.561 -3.450 0.09 -0.29 -0.14 0.12
H -6.122 3.422 -6.067 -0.07 0.32 0.37 0.12
H -0.627 1.388 -3.113 0.29 0.17 0.61 0.15
H -3.165 1.929 0.364 0.25 -0.20 -0.40 0.13
H 0.789 -0.194 -1.832 -0.66 -0.12 0.06 0.10
H -2.204 -0.129 1.329 0.21 0.38 -0.11 0.10
P -0.810 -2.212 -0.051 0.35 -0.47 -0.57 1.03
C 5.180 0.825 0.573 -0.46 -0.13 -0.19 -0.52
C 6.314 1.756 0.169 -0.05 0.35 0.17 -0.18
H 4.860 0.955 1.618 0.16 0.08 -0.25 0.06
H 4.297 0.950 -0.074 0.46 0.26 0.38 -0.05
H 6.130 2.769 0.527 0.06 0.11 -0.08 0.06
H 7.261 1.405 0.584 -0.07 0.14 -0.07 0.06
H 6.412 1.796 -0.919 0.09 -0.03 0.06 0.07
C 5.061 -1.314 -1.298 0.13 -0.13 0.10 -0.45
C 5.886 -2.464 -1.900 -0.21 0.11 -0.26 -0.18
H 5.114 -0.409 -1.927 -0.09 -0.35 0.15 0.08
H 4.011 -1.593 -1.132 -0.06 0.05 -0.36 0.05
H 5.610 -2.617 -2.948 0.09 -0.12 0.10 0.06
H 6.963 -2.234 -1.853 -0.46 -0.11 -0.01 0.07
H 5.706 -3.405 -1.362 0.13 0.22 -0.09 0.06
C 4.869 -1.925 1.538 0.02 0.27 -0.47 -0.44
C 5.729 -2.115 2.787 -0.34 -0.23 0.05 -0.18
H 4.634 -2.882 1.041 0.00 0.27 0.25 0.07
H 3.955 -1.363 1.743 -0.32 -0.38 0.26 0.03
H 5.222 -2.766 3.499 0.04 -0.04 0.11 0.06
H 6.701 -2.555 2.551 -0.13 0.07 -0.06 0.07
H 5.902 -1.163 3.283 0.08 0.10 0.02 0.06
C -0.528 -3.095 1.484 0.34 0.15 1.08 -0.29
C -1.421 -4.346 1.553 -0.18 -0.23 -0.16 -0.11
H -0.693 -2.414 2.329 0.01 -0.26 -0.01 0.09
H 0.528 -3.413 1.527 -0.29 0.46 -0.14 0.11
H -2.418 -4.120 1.937 0.20 -0.04 0.02 0.07
H -1.553 -4.774 0.556 0.09 -0.16 0.16 0.07
H -0.977 -5.135 2.165 0.01 0.33 0.04 0.10
C 0.528 -2.704 -1.158 -0.04 -0.48 -0.01 -0.31
C 0.072 -2.797 -2.605 0.06 -0.40 -0.54 -0.11
H 0.939 -3.662 -0.794 -0.21 0.30 -0.24 0.11
H 1.306 -1.944 -0.996 -0.05 -0.25 0.06 0.07
H -0.738 -3.528 -2.678 0.09 0.08 -0.17 0.08
H -0.287 -1.851 -3.024 0.04 -0.16 0.17 0.07
H 0.887 -3.150 -3.247 -0.14 0.09 0.16 0.10
C -2.536 -2.599 -0.556 0.13 0.00 -0.49 -0.28
C -3.618 -2.240 0.498 -0.09 -0.01 0.32 -0.11
H -2.589 -3.665 -0.826 0.03 0.42 0.06 0.10
H -2.723 -2.032 -1.477 0.17 -0.16 0.12 0.10
H -4.366 -1.539 0.095 0.31 -0.38 0.03 0.09
H -4.125 -3.153 0.834 0.01 0.32 -0.20 0.09
H -3.225 -1.769 1.410 -0.04 -0.27 -0.23 0.06
Br -0.791 -1.180 6.211 0.13 0.70 -0.44 0.80
C -0.909 0.444 5.213 0.07 -0.13 -0.54 -0.63
C -1.614 1.537 5.724 -0.06 -0.53 0.29 -0.07
C -1.730 2.673 4.934 -0.09 0.97 -0.22 -0.03
C -1.181 2.689 3.644 0.03 -1.24 0.40 -0.15
N -0.602 1.590 3.103 0.51 0.47 1.04 -0.08
C -0.375 0.515 3.913 -0.86 0.88 -0.17 -0.15
H -2.057 1.456 6.738 0.31 0.28 -0.86 0.14
H -2.253 3.562 5.319 0.38 -0.49 -0.21 0.13
H -1.143 3.592 3.012 -0.51 -0.16 0.46 0.10
H 0.231 -0.277 3.498 -0.09 -0.11 -0.09 0.09
```
Forces are in eV/Å.

Lowest unoccupied orbital energy in eV: -6.67
Highest occupied orbital energy in eV: -11.172
Orbital gap in eV: 4.497
ΔE to the lowest compared entry with this formula, charge and spin in eV: 0.000
Net charge: +2
Maximum force in hartree/bohr: 0.0393
E_tot in eV: -211891.9707

=====

Entry 2:
ORCA calculation (wB97M-V/def2-TZVPD) on C30H44Br6N2O16 as an isolated structure at a distorted geometry.

```
98
Properties=species:S:1:pos:R:3:forces:R:3:lowdin_charge:R:1
C 3.220 -5.306 -3.624 -2.11 -0.10 1.19 -0.05
C 4.031 -4.208 -3.456 0.55 -0.76 0.32 -0.08
C 3.766 -3.173 -2.545 0.80 -0.87 -0.69 0.01
C 2.680 -3.308 -1.713 0.21 -0.19 -1.47 -0.12
C 1.822 -4.405 -1.899 -0.64 0.06 1.46 -0.02
C 2.036 -5.402 -2.817 2.07 0.51 -1.10 -0.06
N 2.418 -2.215 -0.776 0.23 1.68 -1.97 -0.35
O 2.704 -1.070 -1.098 0.74 -0.61 -0.74 0.03
O 1.867 -2.435 0.241 -1.44 -1.66 2.86 0.07
H 3.455 -6.097 -4.321 0.18 0.02 -0.02 0.11
H 5.008 -4.352 -3.895 0.13 0.90 -0.40 0.11
H 4.516 -2.396 -2.519 -0.36 0.33 0.46 0.12
H 0.972 -4.565 -1.252 -0.13 0.44 0.20 0.12
H 1.367 -6.248 -2.877 -0.03 0.04 0.00 0.11
C -3.050 3.472 1.522 -1.01 0.27 0.34 -0.09
C -2.653 2.217 2.004 -0.29 0.40 -0.60 -0.14
C -3.516 1.135 1.992 -2.12 0.19 0.73 -0.04
C -4.909 1.372 1.744 1.47 1.50 -1.12 -0.12
C -5.322 2.660 1.333 0.74 -0.48 0.65 0.00
C -4.398 3.751 1.263 -0.61 -2.31 0.00 -0.04
N -5.879 0.241 1.736 1.93 -1.76 -0.88 -0.37
O -5.569 -0.765 1.086 0.40 1.08 0.00 0.05
O -6.849 0.260 2.420 -1.46 1.16 1.00 0.11
H -2.288 4.218 1.352 -0.06 0.23 0.32 0.06
H -1.629 2.143 2.339 -0.05 -0.35 -0.20 0.01
H -3.234 0.140 2.303 0.25 -0.01 -0.02 0.10
H -6.350 2.783 1.026 -0.12 0.20 0.17 0.11
H -4.844 4.691 0.972 0.57 0.18 -0.20 0.11
C -2.126 -4.224 -4.694 0.09 -1.50 0.43 -0.05
C -0.945 -4.314 -3.706 -0.19 2.86 0.21 -0.22
O -1.333 -4.462 -2.333 -0.33 -1.34 0.86 -0.01
C -1.672 -3.446 -1.476 -1.19 -3.36 0.27 -0.56
O -1.597 -2.304 -1.718 0.39 2.51 -0.04 0.15
O -2.210 -4.060 -0.368 1.85 -0.79 -3.11 -0.03
C -2.549 -3.389 0.807 -0.76 0.62 -0.23 -0.04
H -1.756 -3.971 -5.687 -0.05 -0.09 0.03 0.08
H -3.067 -3.707 -4.503 0.67 0.91 0.62 0.08
H -2.502 -5.248 -4.677 0.01 -0.31 -0.66 0.07
H -0.300 -3.435 -3.705 -0.20 0.49 -0.39 0.11
H -0.240 -5.078 -4.033 -0.58 -0.58 0.56 0.10
H -1.911 -2.516 0.948 0.09 -0.23 0.47 0.04
H -2.511 -4.190 1.544 0.17 0.60 0.43 0.09
H -3.575 -3.055 0.651 -0.13 0.24 0.52 0.09
C 1.606 -3.687 3.124 0.00 -1.34 0.12 -0.05
C 1.516 -5.109 2.439 -0.22 1.88 0.08 -0.15
O 0.158 -5.607 2.400 0.92 0.15 -1.22 0.04
C -0.453 -6.157 3.403 0.89 0.19 3.78 -0.61
O -1.615 -6.036 3.611 -1.34 -0.49 -0.42 0.14
O 0.403 -6.711 4.363 -0.05 0.08 -0.18 -0.06
C -0.133 -7.146 5.678 -0.15 -0.67 -1.73 -0.01
H 1.061 -2.879 2.634 -0.14 -0.41 -0.31 0.05
H 2.662 -3.416 3.124 0.06 0.04 0.06 0.08
H 1.266 -3.737 4.158 0.06 -0.06 0.07 0.07
H 2.221 -5.814 2.880 -0.29 -0.01 0.01 0.12
H 1.738 -4.914 1.390 0.12 -0.45 0.02 0.10
H -0.240 -6.324 6.386 -0.07 -0.02 -0.32 0.09
H 0.526 -7.930 6.052 0.56 0.52 -0.08 0.08
H -1.044 -7.717 5.500 -0.40 0.65 0.10 0.09
C -1.698 6.250 -3.462 -0.64 0.07 -0.02 -0.05
C -2.870 5.559 -4.306 1.77 -0.28 1.07 -0.09
O -2.834 4.115 -4.021 3.26 3.36 -5.69 0.06
C -3.431 3.578 -3.104 -4.43 -0.16 6.54 -0.66
O -4.382 4.113 -2.461 2.20 -1.97 -1.27 0.05
O -2.798 2.431 -2.833 -0.14 -1.13 0.67 0.01
C -3.078 1.733 -1.587 -0.44 0.23 -0.19 -0.01
H -1.546 7.282 -3.780 -0.24 0.02 -0.31 0.07
H -0.717 5.781 -3.537 -0.22 -0.48 -0.84 0.07
H -1.761 6.324 -2.377 -1.05 -0.23 0.07 0.07
H -2.551 5.645 -5.345 -0.21 -0.27 0.04 0.11
H -3.887 5.939 -4.214 0.27 0.05 0.50 0.12
H -4.082 1.308 -1.604 -0.18 0.48 0.16 0.10
H -2.891 2.414 -0.757 -0.41 -0.08 -0.09 0.07
H -2.431 0.867 -1.446 0.43 0.29 -0.74 0.06
C 3.343 3.890 -2.016 -0.27 -0.59 0.49 -0.08
C 4.018 5.015 -1.190 -0.05 0.16 -2.23 -0.21
O 4.191 4.750 0.157 -1.41 -2.42 2.11 0.02
C 5.182 5.237 0.864 1.58 2.04 -2.04 -0.57
O 6.063 5.878 0.289 -0.52 -0.67 2.18 0.10
O 4.995 4.969 2.156 -1.19 -0.74 -1.03 -0.01
C 5.560 5.712 3.202 1.25 0.43 -0.01 -0.06
H 3.575 3.854 -3.080 0.25 0.94 -0.05 0.07
H 2.255 3.918 -1.958 -0.02 0.01 0.21 0.06
H 3.653 2.876 -1.761 0.12 0.03 0.70 0.05
H 3.353 5.879 -1.176 0.26 0.29 -0.64 0.13
H 4.977 5.213 -1.670 -0.04 0.44 0.24 0.12
H 6.450 5.168 3.519 0.00 0.19 0.34 0.10
H 4.834 5.805 4.010 0.04 -0.17 -0.19 0.05
H 5.863 6.703 2.863 -0.04 0.02 -0.02 0.10
C 1.083 0.486 1.698 -0.49 1.79 -1.41 -1.35
Br 0.847 1.696 3.271 0.01 -1.67 -0.47 0.56
Br 1.917 1.631 0.341 0.55 0.07 0.34 0.57
Br -0.598 0.014 0.718 1.06 -0.57 1.25 0.68
H 1.784 -0.335 1.849 -0.65 -0.08 0.31 -0.02
C 1.542 5.047 3.623 -1.33 0.73 -0.56 -1.48
Br 2.091 6.956 3.856 0.02 -1.50 -0.22 0.55
Br 0.535 4.888 1.911 0.40 0.45 0.72 0.51
Br 0.389 4.575 5.139 0.54 0.03 -0.58 0.54
H 2.304 4.280 3.484 0.36 0.66 0.43 -0.04
```
Forces are in eV/Å.

Lowest unoccupied orbital energy in eV: -0.62
Highest occupied orbital energy in eV: -9.499
Orbital gap in eV: 8.878
Maximum force in hartree/bohr: 0.1538
E_tot in eV: -487808.6636